[1]
The following is a DFT calculation (ωB97M-V/def2-TZVPD) of a molecular structure, C25H30AsF5N2PbS6.

XYZ file:
```
70
Properties=species:S:1:pos:R:3:mulliken_charge:R:1
Pb -0.528 0.657 -0.543 1.272
As -2.723 -1.227 -0.422 0.196
S 1.047 -1.438 -0.294 -0.256
S 3.530 -1.292 1.347 -0.134
S 2.441 0.528 3.280 -0.088
S -0.299 0.549 2.077 -0.393
S 0.829 -4.781 1.402 0.013
S 5.331 -0.155 3.410 -0.187
F 0.244 -0.635 -3.263 -0.273
F 1.711 1.668 -3.178 -0.219
F -0.110 2.848 -3.210 -0.239
F 0.390 1.577 -4.892 -0.270
F -1.604 0.543 -3.369 -0.318
N 0.877 2.761 -0.168 0.767
N 0.205 3.771 0.066 -0.690
C 3.833 -0.358 2.769 0.047
C -3.923 3.646 -0.598 -0.727
C 1.840 -0.890 1.147 -0.192
C 2.468 -5.415 1.797 -0.784
C -1.835 2.451 -0.440 0.624
C 1.312 -0.071 2.083 0.415
C 4.106 3.737 1.393 -0.640
C -3.274 4.843 -0.334 -0.616
C 0.428 1.671 -3.559 0.690
C -0.323 0.533 -2.871 0.442
C 2.770 3.789 1.040 -0.398
C -1.905 4.851 -0.118 -0.439
C -5.013 -2.495 -1.832 -1.243
C -4.164 -1.230 -1.754 -0.653
C -3.541 -0.980 1.334 -0.344
C 2.256 2.812 0.191 -0.129
C 0.646 -3.621 2.769 -0.148
C -1.193 3.660 -0.186 -0.224
C -4.841 -1.728 1.598 -1.341
C 4.925 2.727 0.897 -0.438
C 3.064 1.798 -0.303 0.225
C -2.130 -3.079 -0.409 0.112
C -3.202 2.455 -0.650 -0.359
C 4.407 1.765 0.045 -1.046
C -1.542 -3.513 -1.747 -1.080
H -4.993 3.636 -0.765 0.425
H 5.041 0.974 -0.333 0.413
H -4.721 -2.805 1.473 0.300
H 3.203 -4.610 1.793 0.139
H -3.663 -1.035 -2.703 0.377
H -5.638 -1.396 0.932 0.290
H -2.267 -3.443 -2.559 0.315
H -1.367 -3.134 0.370 -0.551
H -1.369 5.766 0.098 0.479
H 0.530 -4.147 3.716 0.498
H 4.510 4.477 2.070 0.390
H -4.407 -3.377 -2.034 0.229
H 5.966 2.682 1.188 0.472
H -1.199 -4.546 -1.687 0.434
H 2.115 4.554 1.431 0.471
H -3.834 5.767 -0.292 0.372
H -2.756 -1.277 2.031 0.379
H -2.973 -3.705 -0.111 0.569
H -3.672 0.096 1.464 0.402
H -5.566 -2.675 -0.911 0.227
H 1.503 -2.949 2.820 -0.061
H -0.680 -2.899 -2.015 0.145
H -4.789 -0.358 -1.550 0.508
H -3.727 1.530 -0.863 0.118
H -5.737 -2.405 -2.642 0.444
H -0.245 -3.020 2.583 -0.178
H 2.470 -5.911 2.767 0.320
H 2.645 1.040 -0.953 0.380
H -5.174 -1.552 2.622 0.420
H 2.733 -6.139 1.029 0.338
```

Computed properties:
- ΔE to the lowest compared entry with this formula, charge and spin (eV) = 0.076
- lowest unoccupied orbital energy (Eh) = -0.0366
- gap between HOMO and LUMO (hartree) = 0.2323


[2]
The following is a DFT calculation (ωB97M-V/def2-TZVPD) of a molecular structure, C33H21F10IrN6 at a distorted geometry.

XYZ file:
```
71
Properties=species:S:1:pos:R:3:mulliken_spin:R:1
Ir -0.315 -1.635 0.193 0.071
F -4.981 2.693 -0.268 -0.001
F 6.156 -3.731 -0.186 -0.004
F 2.221 -0.048 0.259 0.003
F -2.460 -1.546 -2.563 -0.010
F -3.543 0.981 1.263 0.003
F 6.723 -1.086 -0.565 0.015
F 4.696 0.749 -0.280 -0.004
F 3.715 -4.570 0.279 0.010
F -5.151 2.318 -2.958 0.005
F -3.849 0.208 -4.118 -0.001
N -0.192 0.219 1.565 -0.035
N 2.236 8.252 -1.137 0.000
N -2.253 -1.210 0.146 0.392
N 0.064 -0.391 -1.309 -0.063
N 1.477 -2.678 0.305 0.376
N -0.992 -3.192 1.502 0.008
C 0.103 5.645 -0.227 0.000
C -0.172 1.495 1.096 -0.002
C 0.010 1.878 -0.263 -0.012
C -0.201 2.396 2.224 -0.002
C 0.214 -0.849 -2.587 -0.004
C 2.780 -2.350 0.177 -0.013
C -3.777 0.399 -2.806 -0.021
C 4.450 -0.554 -0.172 -0.058
C 0.417 3.267 -0.496 -0.003
C -0.609 -3.216 2.915 0.000
C 5.485 -1.478 -0.303 0.139
C 1.835 7.190 -0.979 0.000
C -2.930 -1.764 1.299 -0.017
C 5.184 -2.829 -0.121 -0.046
C -0.194 0.282 2.911 0.010
C -2.465 -3.220 1.407 0.029
C 1.351 5.874 -0.815 0.000
C 2.126 4.797 -1.258 0.000
C -3.053 -0.477 -2.013 0.009
C -4.443 1.475 -2.217 0.050
C 0.086 0.981 -1.355 0.012
C 1.160 -4.057 0.646 0.026
C 3.884 -3.249 0.119 0.117
C 1.663 3.512 -1.094 0.000
C -0.350 -4.273 0.740 -0.123
C 0.214 1.372 -2.724 0.001
C -4.369 1.659 -0.835 -0.021
C -0.204 1.619 3.352 -0.002
C 3.161 -0.986 0.072 0.091
C 0.297 0.209 -3.482 -0.007
C -0.355 4.355 -0.072 -0.001
C -3.646 0.771 -0.055 0.041
C -2.961 -0.322 -0.619 0.003
H -2.654 -1.208 2.205 0.019
H 0.401 0.130 -4.547 0.000
H 0.224 2.383 -3.080 0.000
H 1.541 -4.755 -0.108 0.039
H -1.332 4.181 0.353 0.000
H 0.229 -1.901 -2.811 -0.006
H -0.844 -4.184 3.367 -0.002
H -0.545 -5.257 1.184 -0.001
H -0.491 6.483 0.105 0.000
H -0.208 3.464 2.179 0.001
H 3.092 4.985 -1.698 0.000
H -2.774 -3.762 0.509 -0.011
H -0.175 -0.595 3.525 -0.001
H 2.277 2.677 -1.397 0.000
H -2.921 -3.709 2.273 -0.003
H -1.168 -2.449 3.446 0.003
H 0.454 -3.021 3.033 -0.001
H -0.766 -4.272 -0.274 -0.014
H 1.648 -4.310 1.593 0.018
H -0.211 1.944 4.373 -0.001
H -4.016 -1.709 1.178 0.002
```

Computed properties:
- multiplicity = 2
- ⟨S²⟩ = 1.233
- lowest unoccupied orbital energy (spin up / spin down) (Eh) = -0.1574 / -0.1964
- gap between HOMO and LUMO (spin up / spin down) (hartree) = 0.2352 / 0.1966
- charge = +1


[3]
The following is a DFT calculation (ωB97M-V/def2-TZVPD) of 3 unconnected molecules or ions with the total composition H6O3.

XYZ file:
```
9
Properties=species:S:1:pos:R:3:mulliken_charge:R:1
O 0.368 -0.985 -1.417 -0.651
O -1.914 0.813 -0.586 -0.648
O 1.575 -0.599 1.380 -0.648
H -1.607 1.724 -0.531 0.314
H -0.299 -0.303 -1.269 0.330
H 0.777 -1.116 -0.554 0.356
H 2.521 -0.517 1.218 0.326
H -2.761 0.799 -0.130 0.310
H 1.340 0.183 1.888 0.311
```

Computed properties:
- ΔE to the lowest compared entry with this formula, charge and spin (eV) = 0.383
- SMILES string = O.O.O
- lowest unoccupied orbital energy (Eh) = 0.0191
- gap between HOMO and LUMO (hartree) = 0.4004